58
Properties=species:S:1:pos:R:3:forces:R:3:lowdin_spin:R:1 method="wB97M-V/def2-TZVPD" homo_lumo_gap_ev="7.111 / 3.552" spin_multiplicity=2 fmax_ha_per_bohr=0.1857 e_homo_ha="-0.3769 / -0.3769" total_charge=+1
C 15.875760 -30.120630 17.967680 -1.566 0.607 0.114 0.14
C 14.680790 -29.940800 18.732930 1.612 -0.899 -4.636 0.03
C 14.848030 -29.540500 19.982520 -2.251 1.148 5.384 0.16
C 16.125390 -29.417380 20.539860 0.352 -0.052 1.511 0.10
C 17.246200 -29.765890 19.888710 0.630 0.644 2.300 0.03
C 17.189690 -30.052140 18.548330 -0.367 -0.194 -1.079 0.19
O 18.274940 -30.226300 17.821770 -2.281 -0.103 -1.211 0.16
O 13.765660 -29.359730 20.813470 1.060 -1.285 -3.357 0.18
H 15.841860 -30.176150 16.889640 -0.286 -0.363 -0.053 0.00
H 13.674420 -29.975520 18.342520 0.138 -0.224 -0.452 0.00
H 16.148940 -29.167770 21.590360 0.200 0.149 0.093 0.00
H 18.138650 -29.762110 20.496930 0.340 0.006 -0.488 0.00
H 19.082900 -30.187020 18.338740 1.015 -0.055 1.191 0.00
H 13.921530 -28.881140 21.630940 0.740 1.011 0.904 0.00
C 13.908310 -35.495680 21.667780 -0.042 -0.430 -0.458 0.00
C 14.694680 -35.780950 20.558190 -0.689 1.827 -0.776 0.00
C 15.057920 -34.700830 19.708920 0.484 -3.191 1.332 0.00
C 14.812430 -33.434240 19.969890 -2.494 2.056 2.621 0.00
C 13.957820 -33.175960 21.090580 1.435 0.369 -1.881 0.00
C 13.437800 -34.187320 21.882640 1.209 1.590 1.322 0.00
O 12.716660 -33.888790 23.045320 -0.348 -1.327 -0.611 0.00
O 15.802280 -34.908350 18.654040 2.052 -0.166 -3.400 0.00
H 13.688840 -36.284490 22.372070 -0.322 0.050 0.066 0.00
H 14.977630 -36.730900 20.129310 -0.070 -0.486 0.815 0.00
H 15.189010 -32.605440 19.388780 0.081 -0.173 -0.131 0.00
H 13.976020 -32.098920 21.168310 -1.254 0.127 1.217 0.00
H 12.931910 -33.084860 23.523820 0.441 0.150 -0.615 0.00
H 16.345710 -35.696830 18.586340 -0.398 -0.315 0.451 0.00
C 23.848180 -29.608910 18.501960 0.630 -0.293 -0.259 0.00
C 22.754440 -29.967690 19.192340 -3.836 -0.429 0.927 0.00
C 21.475490 -30.074580 18.604340 1.494 -0.613 -1.056 0.00
C 21.372400 -30.104370 17.195350 0.901 0.357 0.418 0.00
C 22.540970 -29.889100 16.434620 0.104 0.976 2.048 0.00
C 23.709850 -29.491260 17.130000 1.151 -0.262 -2.470 0.00
O 24.778270 -29.059850 16.313420 -1.209 -0.555 0.708 0.00
O 20.365570 -30.334330 19.395830 -0.749 0.148 -0.765 0.00
H 24.753320 -29.582340 19.090530 0.447 0.457 -0.568 0.00
H 22.682280 -30.189160 20.246930 0.860 0.236 0.352 0.00
H 20.471720 -30.235200 16.613910 -0.287 -0.255 0.375 0.00
H 22.509140 -29.934460 15.356040 0.165 0.160 0.042 0.00
H 25.606220 -29.391870 16.668170 0.175 0.062 0.143 0.00
H 20.514020 -30.510950 20.327690 0.587 0.045 -0.047 0.00
C 13.807480 -26.313050 22.579330 0.673 -0.154 -3.177 0.00
O 14.303740 -27.433020 22.519240 0.140 -0.973 1.609 0.00
N 13.790980 -25.551290 21.503220 1.203 1.203 -4.631 0.00
N 13.198270 -25.577290 23.437340 -2.182 0.180 5.938 0.00
H 13.322070 -24.656750 21.507390 0.449 -0.350 -0.534 0.00
H 14.402090 -25.771270 20.729750 -0.277 0.116 0.087 0.00
H 12.866680 -25.971940 24.305900 0.034 0.307 0.020 0.00
H 12.897020 -24.652290 23.165830 0.004 -0.499 0.717 0.00
C 16.530930 -32.868780 15.227790 -5.414 -5.172 -3.285 0.00
O 15.699040 -33.686030 14.795760 0.238 -0.465 1.163 0.00
N 16.836600 -32.638810 16.418620 1.328 0.522 8.088 0.01
N 17.092070 -32.122420 14.403160 4.666 5.562 -6.203 0.00
H 16.588300 -33.310360 17.130990 -0.263 0.095 0.042 0.00
H 17.322560 -31.801910 16.707660 0.178 -0.620 -0.264 0.00
H 17.909910 -31.579770 14.641390 -0.097 -0.101 0.113 0.00
H 17.062060 -32.317020 13.412540 -0.534 -0.153 0.295 0.00